The following is a quantum chemistry calculation of one molecule with the formula C4H6BNO4 in a non-equilibrium geometry, from the OMol25 dataset.

Each line ends with the natural charge from an NBO analysis.
Element x y z (Å)
O  1.45816  2.85440  -1.56699  -0.427
O  -0.59395  1.51940  1.00005  -0.476
O  0.15996  -1.69507  -0.17124  -0.536
O  -1.06997  -1.28802  1.63068  -0.574
N  -0.41593  0.39918  0.12837  -0.157
C  0.27822  -3.07185  0.15644  -0.250
C  0.89318  1.94557  -1.17425  0.647
C  0.34668  0.80094  -0.99225  -0.382
C  -0.53453  -0.88335  0.66811  0.880
B  -0.65592  2.76245  0.61513  0.505
H  1.08126  -3.25545  0.93162  0.197
H  -0.97747  3.40530  1.57164  -0.069
H  -0.73354  3.40984  -0.43634  -0.046
H  -0.63783  -3.54138  0.24697  0.197
H  0.64807  0.10881  -1.81296  0.299
H  0.75360  -3.47077  -0.79500  0.191

**E_LUMO**: 0.13 eV
**M**: 142.9 g mol⁻¹
**SMILES**: BON(C=C=O)C(=O)OC
**Orbital gap**: 8.83 eV
**Electronic energy**: -536.4620 hartree

=====

The following is a quantum chemistry calculation of an isolated ion of composition C4H6Br2P and charge +1, from the OMol25 dataset.

Each line ends with the natural charge from an NBO analysis.
Element x y z (Å)
Br  -2.84041  -1.80373  -0.06610  -0.128
Br  -3.50409  1.61165  -0.12013  -0.102
P  -2.05682  0.13490  0.65529  0.719
C  0.36011  -0.58262  -0.61480  0.183
C  1.96183  0.36716  0.99645  -0.063
C  1.50209  -0.63708  0.21102  -0.349
C  -0.59977  0.45724  -0.68636  -0.770
H  -1.14096  0.48016  -1.63425  0.297
H  2.84134  0.21246  1.59979  0.236
H  -0.26091  1.44525  -0.37420  0.269
H  1.51053  1.34513  1.06588  0.211
H  2.04934  -1.56949  0.19265  0.255
H  0.17774  -1.46103  -1.22525  0.242

**E_LUMO**: -6.98 eV
**M**: 244.9 g mol⁻¹
**Orbital gap**: 6.71 eV
**Charge**: +1
**Electronic energy**: -5645.1049 hartree

=====

The following is a quantum chemistry calculation of one molecule with the formula C4H6BrNO4 in a non-equilibrium geometry, from the OMol25 dataset.

Each line ends with the natural charge from an NBO analysis.
Element x y z (Å)
Br  -0.95488  -0.65697  -3.16584  0.215
O  0.57462  1.67567  -1.50704  -0.187
O  1.82888  -1.65578  -3.86508  -0.363
O  1.54246  0.83448  -1.83892  -0.203
O  2.47175  -2.09315  -1.84255  -0.370
N  1.68102  -1.61947  -2.64021  0.446
C  0.03890  1.46769  -0.22325  -0.093
C  0.46219  -1.02612  -2.02512  0.144
C  0.40193  -1.16282  -0.52077  -0.489
C  -0.45095  0.02022  0.08184  -0.419
H  -0.18590  -2.04976  -0.23214  0.235
H  -0.70785  2.12258  -0.25252  0.195
H  -0.59373  0.05558  1.14728  0.232
H  1.37777  -1.09041  -0.20514  0.266
H  0.68251  2.02285  0.53331  0.184
H  -1.41463  -0.11369  -0.33197  0.208

**E_LUMO (alpha / beta)**: -1.17 / -1.49 eV
**M**: 212.0 g mol⁻¹
**Orbital gap (alpha / beta)**: 7.90 / 8.77 eV
**Electronic energy**: -3085.4329 hartree